1.
A 7-piece molecular cluster, C27H68NO6 overall, computed with wB97M-V/def2-TZVPD.

Structure (XYZ):
```
102
Properties=species:S:1:pos:R:3:lowdin_charge:R:1
O 3.94849 1.89675 -5.64865 -0.09
O 4.98439 3.47073 7.17668 -0.09
O -4.01656 -3.49060 -0.47507 -0.09
O -6.62522 -3.61227 -4.00355 -0.09
O -0.83706 0.50516 -6.66187 -0.09
O 1.57651 -2.03316 -3.39493 -0.09
N -0.35931 3.57191 3.70596 -0.18
C -0.35610 1.54535 -7.50377 -0.32
C 1.81425 1.06537 1.92305 -0.20
C 2.67532 3.24460 6.35626 -0.09
C 3.14282 -0.28526 3.73754 -0.21
C 0.12963 -2.69792 0.07678 -0.21
C -0.71849 0.09531 4.60907 -0.23
C -1.20121 1.50494 4.96514 -0.24
C -1.30194 2.49364 3.75174 -0.52
C -6.18790 -2.60640 -4.91076 -0.32
C 2.52530 0.37192 0.74935 -0.20
C 0.11977 -0.61800 5.68961 -0.21
C -6.87844 -1.27554 -4.68213 -0.09
C 4.76628 1.89408 -4.48144 -0.32
C 2.51289 1.04651 3.28668 -0.19
C -0.95488 -1.94149 -0.68683 -0.27
C 3.94966 2.55526 6.79556 -0.33
C 1.27822 -1.83179 0.63420 -0.20
C -5.37916 -3.70235 -0.83767 -0.32
C 1.28416 -1.46003 5.14491 -0.20
C 1.58054 -0.50890 -0.07415 -0.22
C -1.77760 -1.00413 0.20758 -0.09
C 4.71923 3.21162 -3.73324 -0.09
C 1.18473 0.29591 -4.00322 -0.08
C -6.26934 -3.90710 0.37429 -0.09
C 2.67619 -0.78693 5.10590 -0.20
C -1.03513 2.87412 -7.23195 -0.09
C 1.92946 -0.99034 -4.29962 -0.31
H 1.36705 0.61416 -2.97519 0.07
H 0.53690 3.17270 3.40963 -0.11
H 1.50134 1.09006 -4.68160 0.06
H -2.31492 2.92556 3.78206 0.06
H -0.35989 -3.20412 0.91953 0.11
H -6.32700 -2.93800 -5.94596 0.11
H 1.09448 -1.62994 1.69515 0.09
H 1.75034 -1.29823 -5.33585 0.11
H 4.37049 1.09186 -3.85954 0.10
H -5.11669 -2.51415 -4.73478 0.11
H 3.00430 -0.85609 -4.17557 0.10
H -2.10712 2.81139 -7.43539 0.07
H -7.31234 -4.02771 0.07582 0.07
H -1.77716 0.39200 -6.81918 0.08
H -0.49942 -1.36553 -1.50082 0.08
H 2.94871 1.13720 0.08866 0.10
H 2.95526 -1.07869 3.00438 0.09
H 3.42115 -1.50470 5.46748 0.10
H 4.26526 2.58194 -6.24110 0.07
H 2.02566 -0.72254 -1.04939 0.09
H 1.65354 2.11647 1.66195 0.11
H -5.67492 -2.80770 -1.38213 0.10
H 2.25163 3.84071 7.16849 0.07
H 0.52049 0.13735 6.37326 0.09
H -0.13613 0.14196 3.68385 0.06
H -3.71098 -4.27280 -0.00867 0.08
H 0.80441 0.65175 2.03901 0.08
H 0.71019 1.61210 -7.28794 0.11
H -5.97202 -4.80175 0.92745 0.07
H -1.63356 -2.65769 -1.15787 0.08
H 0.11080 0.15294 -4.13079 0.07
H -6.71676 -0.93468 -3.65957 0.07
H 2.85508 3.91079 5.51386 0.08
H 1.91498 2.53049 6.04829 0.04
H -0.50482 1.97711 5.66348 0.07
H -1.58361 -0.53565 4.37235 0.10
H 2.69384 0.04744 5.81808 0.09
H 0.53863 -3.49208 -0.55414 0.10
H -6.19476 -3.05402 1.04888 0.08
H 0.62865 -2.17258 -3.46524 0.07
H -1.17891 -0.61425 1.03359 0.06
H -0.61904 3.66080 -7.86316 0.07
H 1.76113 1.34564 4.02226 0.08
H -0.53033 -1.26684 6.28271 0.10
H 4.23291 -0.17375 3.77273 0.10
H 0.66142 0.06296 -0.23292 0.10
H -6.49606 -0.51568 -5.36507 0.07
H -2.13823 -0.13637 -0.35182 0.07
H -7.95533 -1.36374 -4.84635 0.07
H -0.90428 3.15817 -6.18787 0.08
H -1.29236 1.83531 2.84639 0.06
H 5.79868 1.63433 -4.74036 0.11
H -2.16972 1.43461 5.48217 0.08
H 5.10553 4.02439 -4.35387 0.07
H 4.37575 1.96867 5.98042 0.10
H 3.69346 3.45248 -3.45467 0.08
H 1.02754 -1.78833 4.12932 0.10
H 1.36789 -2.37616 5.73823 0.09
H -5.46781 -4.54493 -1.52943 0.10
H -7.56830 -3.74207 -4.12714 0.08
H 5.32224 3.16517 -2.82580 0.08
H 3.27162 1.83529 3.32153 0.11
H 3.36772 -0.23162 1.10147 0.10
H 2.19949 -2.42557 0.59829 0.11
H -0.46448 1.26722 -8.55853 0.11
H 4.62375 4.02998 7.86791 0.07
H -2.65008 -1.51790 0.61435 0.06
H 3.74521 1.86391 7.62322 0.10
```

Charge: -1

2.
A 6-piece molecular cluster, C27H69N3O9S3 overall at a distorted geometry, computed with wB97M-V/def2-TZVPD.

Structure (XYZ):
```
111
Properties=species:S:1:pos:R:3:lowdin_charge:R:1
S -5.52909 -5.38233 7.30627 0.66
S 1.10400 1.68264 1.11885 0.66
S 9.97779 -3.01929 -0.32633 0.67
O -5.87280 -4.30468 6.44991 -0.26
O 8.81674 -3.10218 0.55773 -0.31
O 0.90494 0.35245 2.16163 -0.26
O -6.48123 -5.79499 8.35500 -0.31
O 11.18246 -2.37734 0.10828 -0.29
O 0.22763 1.47416 -0.01752 -0.30
O 10.30800 -4.56569 -0.93732 -0.30
O 1.00957 2.92478 1.85859 -0.29
O -4.01557 -5.27087 7.97151 -0.26
N 2.47923 -5.63853 -2.03292 -0.24
N 1.10838 10.84051 -1.10943 -0.19
N -6.95084 1.05382 -2.47148 -0.15
C -5.55206 1.08980 -2.75112 -0.31
C 0.14002 -5.60271 -2.63794 -0.09
C 3.33372 11.03463 -2.37774 -0.09
C 9.06082 -5.43193 -1.00983 -0.23
C 2.35673 -6.10536 -0.71687 -0.28
C -3.90566 -4.76836 9.24679 -0.34
C 2.82716 1.42790 0.63712 -0.11
C 0.91264 9.46151 -1.58442 -0.21
C -5.22042 0.49748 -4.11543 -0.10
C 2.80438 -6.69742 -2.95209 -0.24
C 9.55129 -2.22316 -1.97086 -0.10
C 0.01748 9.22676 -2.89165 -0.07
C -0.46334 0.10245 2.44207 -0.31
C 2.82601 -5.05239 0.31031 -0.07
C 1.92020 11.60643 -2.05491 -0.26
C -7.04249 0.15869 -0.19133 -0.10
C -9.20594 2.18548 -3.10060 -0.12
C -2.52136 -4.51262 9.85353 -0.05
C -0.64544 -0.17967 3.92312 -0.08
C -7.76442 1.98270 -3.43761 -0.22
C -7.13821 1.41966 -1.05097 -0.26
C -0.16072 11.52364 -0.83731 -0.27
C 3.08456 -6.37879 -4.41842 -0.08
C -5.21359 -6.89416 6.29905 -0.10
C -0.41388 11.41945 0.65807 -0.09
C 9.35128 -6.80092 -1.66646 -0.06
C 1.43505 -4.80389 -2.42413 -0.26
H -0.17982 0.59157 4.53669 0.08
H -5.64040 -0.50786 -4.14702 0.08
H 2.05534 12.60915 -1.64948 0.11
H 3.32770 1.62962 1.58415 0.07
H -5.00606 0.44758 -2.06007 0.11
H 1.89801 -7.28816 -2.81944 0.10
H -8.09637 1.86599 -0.78483 0.10
H -0.93036 11.19254 -1.53455 0.10
H 0.58437 9.65037 -3.72068 0.05
H 0.06059 -6.00749 -3.64688 0.07
H -6.20736 -0.51820 -0.37150 0.06
H 3.11580 -5.65173 1.17340 0.06
H -1.13348 0.94771 2.28533 0.11
H -2.54414 -4.26385 10.91452 0.08
H -4.17955 0.36238 -4.40946 0.07
H 4.05134 -5.89217 -4.54730 0.07
H 1.20999 -4.14489 -1.58559 0.11
H -9.33182 2.91901 -2.30424 0.07
H -0.17632 12.60791 -0.94779 0.11
H 0.06002 -6.49477 -2.01671 0.06
H -1.68465 -0.30832 4.22577 0.08
H 8.94930 -1.31454 -1.95996 0.06
H 0.06865 12.28847 1.10534 0.07
H 8.37886 -7.29333 -1.67015 0.07
H -7.92175 -0.48501 -0.21663 0.07
H -9.86650 1.31900 -3.06929 0.08
H -0.88256 -0.70454 1.84113 0.12
H 3.91371 10.88327 -1.46736 0.07
H 2.98320 0.37656 0.39539 0.07
H 2.07422 -4.35988 0.68891 0.06
H 3.34495 10.03387 -2.80956 0.05
H -0.97204 9.68265 -2.85805 0.05
H -4.26732 -6.77807 5.77066 0.06
H 2.44593 -5.71594 -5.00229 0.07
H -1.48880 11.46338 0.83340 0.07
H 3.03267 -6.94024 -0.53201 0.11
H -0.06281 10.45925 1.03605 0.07
H -5.12163 2.09112 -2.73770 0.11
H 3.85733 11.68663 -3.07688 0.07
H -6.42154 2.16320 -0.70222 0.11
H 8.31389 -4.79909 -1.48910 0.10
H -7.04615 0.48103 0.84991 0.07
H -9.57759 2.85851 -3.87327 0.07
H 1.45814 11.77543 -3.02756 0.10
H 1.44448 -6.64256 -0.45740 0.11
H -6.10393 -6.97684 5.67569 0.07
H 1.59813 -4.13593 -3.26990 0.12
H 0.41688 8.98066 -0.74114 0.10
H 3.69197 -4.43604 0.06881 0.08
H -0.73077 -4.97293 -2.45573 0.07
H 3.09578 2.06740 -0.20370 0.08
H -5.54732 1.18867 -4.89228 0.06
H 10.55291 -1.96779 -2.31674 0.06
H 8.83438 -5.61278 0.04093 0.11
H -0.00128 8.18555 -3.21358 0.06
H -7.78486 1.49187 -4.41063 0.10
H -4.49641 -3.85282 9.21645 0.12
H 10.02207 -7.47089 -1.12862 0.08
H 3.61438 -7.31776 -2.56843 0.12
H 1.88024 8.97944 -1.72388 0.10
H -7.36385 2.97505 -3.64471 0.11
H -1.81403 -5.30878 9.62133 0.08
H 8.92854 -2.86745 -2.59151 0.05
H -0.23863 -1.12030 4.29439 0.07
H -4.48357 -5.39296 9.92796 0.11
H 9.53182 -6.57437 -2.71726 0.08
H 3.18110 -7.25979 -5.05294 0.07
H -2.23325 -3.63265 9.27842 0.07
H -5.08284 -7.80183 6.88824 0.07
```

Structure (SMILES): CCOS(C)(=O)=O.CCOS(C)(=O)=O.CCOS(C)(=O)=O.CCN(CC)CC.CCN(CC)CC.CCN(CC)CC

Number 1: Kohn-Sham gap 3.12 eV. Number 2: Kohn-Sham gap 8.35 eV.